No. 1
The molecule C20H32ClN3O2S. Source: OMol25; level of theory: ωB97M-V/def2-TZVPD.

Each line ends with the Löwdin charge.
Element x y z (Å)
C -3.09 6.84 -0.20  -0.118
C -1.58 6.65 -0.12  -0.281
C -1.18 5.18 -0.13  -0.249
C 0.34 5.00 -0.06  -0.200
C 0.87 3.55 -0.06  -0.180
C -0.16 2.48 -0.36  -0.194
N 0.46 1.17 -0.30  0.080
C -0.26 0.04 -0.09  -0.458
O -1.44 0.04 0.18  0.081
C 0.57 -1.25 -0.20  -0.219
C 0.37 -1.77 -1.62  -0.181
C -0.89 -2.19 -2.02  0.018
C -1.10 -2.66 -3.31  -0.250
C -2.47 -3.10 -3.74  -0.043
C -0.03 -2.69 -4.20  -0.070
C 1.22 -2.27 -3.79  -0.653
Cl 2.55 -2.32 -4.91  0.662
C 1.44 -1.81 -2.51  -0.065
N 0.16 -2.23 0.79  -0.102
C 0.95 -3.46 0.63  -0.174
C 0.79 -4.48 1.77  -0.183
C 1.88 -4.38 2.83  -0.260
S 1.75 -3.00 3.95  0.654
N 0.48 -3.20 4.77  -0.211
O 3.05 -2.82 4.57  -0.358
C 1.47 -1.61 2.87  -0.218
C 0.12 -1.70 2.14  -0.187
H -3.36 7.90 -0.20  0.067
H -3.50 6.39 -1.11  0.072
H -3.59 6.37 0.65  0.072
H -1.10 7.15 -0.97  0.109
H -1.19 7.13 0.78  0.109
H -1.66 4.68 0.72  0.118
H -1.57 4.70 -1.03  0.113
H 0.77 5.54 -0.91  0.109
H 0.71 5.52 0.83  0.109
H 1.70 3.47 -0.77  0.107
H 1.30 3.32 0.92  0.111
H -0.97 2.48 0.36  0.120
H -0.62 2.63 -1.35  0.129
H 1.43 1.09 -0.55  0.136
H 1.64 -0.99 -0.09  0.140
H -1.70 -2.15 -1.31  0.133
H -2.48 -3.42 -4.78  0.074
H -2.81 -3.94 -3.12  0.084
H -3.20 -2.30 -3.62  0.086
H -0.17 -3.05 -5.22  0.110
H 2.43 -1.49 -2.21  0.111
H 0.66 -3.92 -0.31  0.121
H 2.03 -3.22 0.53  0.126
H -0.19 -4.43 2.22  0.117
H 0.87 -5.47 1.33  0.115
H 1.85 -5.23 3.52  0.105
H 2.88 -4.32 2.39  0.105
H 0.66 -3.13 5.76  0.019
H 1.48 -0.79 3.59  0.107
H 2.33 -1.51 2.21  0.104
H -0.33 -0.71 2.10  0.115
H -0.56 -2.29 2.76  0.105

The HOMO energy is -8.95 eV. The HOMO-LUMO gap is 9.387 eV. As for the SMILES: CCCCCCNC(=O)[C@H](c1cc(C)cc(Cl)c1)N1CCC[S@@](=N)(=O)CC1. The calculation puts the energy at -1954.3905 Ha.

---

No. 2
An isolated ion of composition C4H6NO3 and charge -1 in a non-equilibrium geometry. Source: OMol25; level of theory: ωB97M-V/def2-TZVPD.

Each line ends with the Löwdin charge.
Element x y z (Å)
C 0.72 -0.99 -1.64  -0.028
C -0.61 -0.50 -1.22  -0.522
O -1.71 -0.64 -1.91  -0.102
N -0.68 0.04 0.01  0.033
C 0.42 0.25 1.03  -0.074
C -0.46 1.43 2.00  -0.694
O -1.59 0.97 2.19  -0.055
O 0.28 2.24 2.55  -0.059
H 1.46 -0.87 -0.92  0.032
H 0.61 -2.05 -1.95  0.092
H 1.05 -0.48 -2.54  0.083
H -1.54 0.51 0.29  0.117
H 1.22 0.71 0.45  0.070
H 0.82 -0.62 1.65  0.105

As for the net charge: -1. The HOMO energy is -4.30 eV. The HOMO-LUMO gap is 8.082 eV. As for the SMILES: CC(=O)NCC(=O)[O-]. The calculation puts the energy at -436.5512 Ha.

---

No. 3
CaH16O8 as an isolated structure in a non-equilibrium geometry. Source: OMol25; level of theory: ωB97M-V/def2-TZVPD.

Each line ends with the Löwdin charge.
Element x y z (Å)
Ca 0.06 0.00 -0.09  1.490
O -0.66 2.43 0.06  -0.066
H -0.58 3.27 -0.32  0.060
H -1.60 2.37 0.28  0.051
O 2.00 1.41 0.35  -0.083
H 2.59 1.29 1.11  0.092
H 2.41 1.74 -0.42  0.055
O 1.70 -1.58 1.35  -0.055
H 2.60 -1.77 1.10  0.072
H 1.82 -1.05 2.13  0.046
O -2.35 0.16 -0.25  -0.101
H -2.82 0.62 0.48  0.109
H -3.09 0.03 -0.81  0.083
O 0.38 0.75 -2.32  -0.169
H 0.31 0.11 -3.07  0.105
H 0.21 1.67 -2.67  0.115
O 1.00 -1.72 -1.50  -0.115
H 1.94 -1.86 -1.67  0.101
H 0.65 -2.48 -2.00  0.095
O -0.55 0.35 2.17  -0.104
H -1.43 0.19 2.55  0.097
H -0.19 1.03 2.73  0.091
O -1.19 -2.08 0.48  -0.057
H -1.13 -2.90 0.05  0.061
H -2.08 -1.96 0.27  0.027

As for the net charge: +2. The HOMO energy is -18.88 eV. The HOMO-LUMO gap is 12.351 eV. The calculation puts the energy at -1288.7369 Ha.

---

No. 4
C5H12BeClFO13P2S2 as an isolated structure in a non-equilibrium geometry. Source: OMol25; level of theory: ωB97M-V/def2-TZVPD.

Each line ends with the Löwdin charge.
Element x y z (Å)
O 1.24 0.80 2.75  -0.321
S 1.17 0.09 1.53  0.814
O -0.29 -0.66 1.59  -0.350
C -0.37 -1.89 0.86  -0.275
P -2.08 -2.25 0.48  0.386
O -2.38 -3.64 0.21  -0.245
O -2.92 -1.79 1.74  -0.138
O -2.50 -1.29 -0.77  -0.326
O 2.25 -1.18 1.71  -0.561
P 3.28 -1.41 0.45  0.361
S 2.51 -0.96 -1.30  0.131
H 0.12 -1.77 -0.11  0.044
H 0.13 -2.71 1.36  0.119
H -3.70 -2.36 1.73  0.081
H -2.50 -0.35 -0.49  0.008
H 4.42 -0.66 0.67  0.001
H 3.63 -2.75 0.51  0.013
Be -4.82 -1.05 -0.80  0.351
C 4.29 -1.48 4.39  -0.850
O 3.90 -0.46 4.94  0.013
O 4.56 -1.68 3.19  -0.105
O 4.40 -2.65 5.20  -0.601
O 1.18 2.02 -1.02  0.234
H 1.77 2.71 -0.68  0.191
H 1.18 1.96 -2.00  0.169
H 0.24 2.09 -0.66  0.155
C -3.03 3.38 -3.49  -0.013
C -2.21 2.18 -3.93  -0.288
O -1.42 1.92 -2.76  0.106
C -2.14 2.37 -1.69  -0.562
O -1.89 2.07 -0.56  0.144
O -3.14 3.15 -2.07  0.110
F -1.40 2.46 -4.96  0.098
H -2.49 4.31 -3.67  0.151
H -4.00 3.43 -3.96  0.150
H -2.80 1.29 -4.16  0.182
Cl 5.82 -3.23 5.76  0.623

The HOMO energy is -6.89 eV. The HOMO-LUMO gap is 4.543 eV. The calculation puts the energy at -3229.5521 Ha.

---

No. 5
C31H42N6O2SiW as an isolated structure in a non-equilibrium geometry. Source: OMol25; level of theory: ωB97M-V/def2-TZVPD.

Each line ends with the Löwdin spin population.
Element x y z (Å)
W -0.28 -0.36 -0.20  1.756
C 2.66 -1.20 0.84  0.008
N 1.25 -1.66 0.90  0.018
C 1.17 -3.05 0.33  0.004
C 0.37 -3.21 -0.95  0.006
C 0.43 -4.40 -1.62  -0.001
C -0.20 -4.52 -2.85  0.007
C -0.84 -3.41 -3.39  0.000
C -0.88 -2.25 -2.65  0.010
N -0.32 -2.16 -1.43  0.011
C 0.79 -1.69 2.31  0.011
C -0.61 -2.21 2.28  0.009
C -1.14 -3.02 3.26  0.000
C -2.42 -3.52 3.09  0.007
C -3.11 -3.22 1.93  -0.001
C -2.52 -2.39 0.99  0.010
N -1.29 -1.88 1.17  0.005
C 3.08 -1.06 -0.59  0.003
C 4.40 -1.17 -1.00  0.000
C 4.69 -1.05 -2.35  0.001
C 3.65 -0.83 -3.24  0.001
C 2.37 -0.73 -2.74  0.004
N 2.08 -0.82 -1.44  0.031
H 2.73 -0.26 1.37  0.000
H 3.30 -1.92 1.35  0.001
H 2.18 -3.39 0.12  0.000
H 0.77 -3.73 1.08  0.000
H 0.99 -5.23 -1.20  0.000
H -0.18 -5.46 -3.39  0.000
H -1.32 -3.44 -4.36  0.000
H -1.36 -1.37 -3.02  0.001
H 1.43 -2.34 2.92  0.001
H 0.84 -0.68 2.72  0.002
H -0.55 -3.26 4.13  0.000
H -2.86 -4.16 3.84  0.000
H -4.10 -3.61 1.74  0.000
H -3.02 -2.12 0.07  0.001
H 5.18 -1.37 -0.27  0.000
H 5.71 -1.13 -2.70  0.000
H 3.83 -0.75 -4.31  0.000
H 1.52 -0.58 -3.41  0.000
N 0.77 1.44 1.06  0.016
C 2.11 2.09 1.24  -0.002
C 2.86 2.35 -0.05  0.000
C 2.08 3.18 -1.07  0.000
C 1.46 2.35 -2.17  0.002
N 0.31 1.53 -1.70  0.008
H 0.16 2.15 0.66  0.004
H 0.38 1.34 1.99  0.002
H 2.71 1.49 1.92  0.000
H 1.93 3.04 1.75  -0.001
H 3.17 1.41 -0.50  0.000
H 3.78 2.87 0.23  0.000
H 2.75 3.89 -1.55  0.000
H 1.31 3.79 -0.58  0.000
H 2.21 1.70 -2.60  0.000
H 1.10 3.00 -2.97  0.000
H -0.15 1.14 -2.51  0.002
H -0.41 2.17 -1.36  0.002
O -3.39 -1.28 -1.64  0.012
C -2.99 -0.17 -1.87  0.011
O -1.83 0.36 -1.50  0.066
H -3.60 0.54 -2.44  -0.001
C -3.79 0.47 1.26  -0.001
Si -1.99 0.93 1.32  -0.015
C -1.58 0.83 3.15  -0.006
C -1.88 2.77 0.88  -0.001
C -2.25 3.27 -0.39  -0.001
C -2.23 4.63 -0.66  0.000
C -1.84 5.54 0.32  -0.002
C -1.49 5.08 1.58  0.000
C -1.51 3.71 1.85  -0.001
H -4.32 1.37 1.58  0.000
H -4.01 -0.33 1.96  0.000
H -4.18 0.18 0.29  0.000
H -2.42 1.30 3.68  -0.001
H -0.68 1.36 3.49  0.000
H -1.52 -0.20 3.52  0.000
H -2.59 2.59 -1.16  0.000
H -2.53 4.98 -1.64  0.000
H -1.84 6.60 0.10  0.000
H -1.21 5.78 2.35  0.000
H -1.25 3.39 2.85  0.000

As for the net charge: +2. The HOMO energy (alpha / beta) is -13.31 / -13.29 eV. The HOMO-LUMO gap (alpha / beta) is 8.022 / 7.553 eV. As for the spin multiplicity: 3. The calculation puts the energy at -2041.6637 Ha.

---

No. 6
C4H6F2O4V2 as an isolated structure in a non-equilibrium geometry. Source: OMol25; level of theory: ωB97M-V/def2-TZVPD.

Each line ends with the Löwdin spin population.
Element x y z (Å)
O -2.57 -0.59 -1.50  -0.288
V -2.57 0.92 -1.09  1.234
O -4.52 -0.57 2.08  -0.275
V -4.12 0.91 1.86  1.250
F -4.50 1.13 -0.13  0.028
F -2.31 0.58 0.98  0.015
O -0.46 0.84 -1.22  0.027
C 0.63 0.42 -0.81  0.004
O 1.44 -0.14 -1.66  0.002
C 2.62 -0.67 -0.97  0.000
C 2.16 -0.78 0.48  0.000
C 1.18 0.38 0.59  0.002
H 3.46 0.01 -1.09  0.000
H 2.87 -1.64 -1.40  0.000
H 2.97 -0.65 1.20  0.000
H 1.72 -1.77 0.64  0.000
H 1.65 1.35 0.73  0.000
H 0.36 0.26 1.30  0.000

As for the net charge: +2. The HOMO energy (alpha / beta) is -18.11 / -18.10 eV. The HOMO-LUMO gap (alpha / beta) is 7.259 / 7.797 eV. As for the spin multiplicity: 3. The calculation puts the energy at -2544.1076 Ha.